Arrangement one

Molecular formula: C30H80O10
Method: DFT, wB97M-V/def2-TZVPD

```
120
Properties=species:S:1:pos:R:3:lowdin_charge:R:1
C 12.41 11.24 -7.09 -0.067
C 11.58 12.06 -8.05 -0.478
C 11.24 11.36 -9.36 -0.045
O 10.36 12.44 -7.36 -0.063
H 13.33 10.86 -7.55 0.066
H 11.93 10.35 -6.67 0.088
H 12.65 11.88 -6.23 0.085
H 12.11 13.00 -8.26 0.127
H 10.52 11.93 -9.94 0.083
H 10.88 10.34 -9.19 0.082
H 12.19 11.16 -9.85 0.053
H 10.53 12.30 -6.43 0.066
C 14.24 4.85 -11.64 -0.053
C 15.38 5.80 -12.05 -0.412
C 16.40 5.09 -12.93 -0.048
O 14.77 6.85 -12.84 -0.120
H 14.59 4.12 -10.90 0.083
H 13.79 4.21 -12.41 0.090
H 13.48 5.40 -11.09 0.065
H 15.85 6.21 -11.16 0.140
H 16.66 4.10 -12.55 0.087
H 17.31 5.67 -13.07 0.078
H 15.96 4.89 -13.91 0.048
H 14.05 6.44 -13.33 0.022
C 20.01 13.31 -14.90 -0.064
C 19.05 14.38 -14.45 -0.492
C 17.99 13.83 -13.47 -0.045
O 19.75 15.45 -13.87 -0.043
H 20.69 13.63 -15.69 0.078
H 19.58 12.34 -15.17 0.073
H 20.77 13.03 -14.15 0.082
H 18.59 14.84 -15.34 0.135
H 17.44 12.99 -13.91 0.060
H 17.30 14.57 -13.07 0.063
H 18.57 13.40 -12.65 0.073
H 19.32 16.30 -13.95 0.086
C 13.51 15.01 -11.77 -0.056
C 13.10 14.88 -13.21 -0.465
C 14.11 14.38 -14.22 -0.043
O 11.91 14.05 -13.27 -0.072
H 12.84 15.58 -11.12 0.081
H 14.39 15.66 -11.65 0.081
H 13.75 14.05 -11.33 0.065
H 12.70 15.80 -13.67 0.135
H 14.10 13.28 -14.33 0.050
H 15.12 14.71 -14.00 0.066
H 13.88 14.66 -15.25 0.083
H 11.16 14.58 -13.00 0.078
C 19.73 7.89 -11.56 -0.054
C 19.73 9.39 -11.29 -0.465
C 19.69 10.23 -12.57 -0.049
O 18.59 9.76 -10.53 -0.069
H 18.97 7.61 -12.29 0.065
H 19.44 7.36 -10.65 0.083
H 20.66 7.50 -11.97 0.082
H 20.65 9.62 -10.75 0.139
H 18.97 9.75 -13.25 0.074
H 20.56 10.39 -13.21 0.077
H 19.31 11.22 -12.34 0.061
H 17.82 9.44 -11.02 0.057
C 14.97 5.98 -15.86 -0.035
C 13.78 6.86 -15.50 -0.440
C 12.95 7.09 -16.77 -0.043
O 12.98 6.08 -14.59 -0.075
H 15.55 5.82 -14.95 0.028
H 15.65 6.44 -16.57 0.093
H 14.57 5.02 -16.18 0.098
H 14.02 7.81 -15.02 0.113
H 12.83 6.22 -17.42 0.084
H 13.40 7.80 -17.46 0.075
H 11.96 7.49 -16.54 0.074
H 12.10 6.51 -14.61 0.064
C 15.71 12.23 -16.93 -0.041
C 14.82 11.00 -16.89 -0.490
C 13.47 11.35 -16.30 -0.051
O 14.71 10.38 -18.17 -0.052
H 15.86 12.63 -15.93 0.056
H 15.27 13.02 -17.54 0.090
H 16.71 11.96 -17.28 0.081
H 15.20 10.19 -16.24 0.103
H 13.01 12.28 -16.64 0.088
H 13.61 11.45 -15.22 0.038
H 12.75 10.53 -16.38 0.082
H 15.61 10.34 -18.51 0.082
C 10.61 6.16 -11.78 -0.029
C 10.45 7.43 -12.63 -0.457
C 11.63 8.39 -12.48 -0.047
O 10.26 7.08 -14.00 -0.066
H 11.63 5.80 -11.84 0.043
H 9.90 5.38 -12.02 0.083
H 10.38 6.54 -10.78 0.088
H 9.54 7.94 -12.29 0.133
H 11.43 9.19 -11.78 0.070
H 11.79 8.87 -13.45 0.087
H 12.56 7.84 -12.32 0.064
H 9.50 7.53 -14.39 0.098
C 15.55 10.31 -13.91 -0.033
C 15.60 10.37 -12.38 -0.430
C 14.29 10.71 -11.68 -0.027
O 16.13 9.12 -11.91 -0.076
H 16.52 10.50 -14.35 0.085
H 14.84 11.07 -14.28 0.036
H 15.12 9.36 -14.22 0.070
H 16.32 11.13 -12.09 0.115
H 14.32 10.76 -10.59 0.056
H 13.46 10.10 -12.01 0.051
H 14.05 11.76 -11.87 0.074
H 15.56 8.43 -12.32 0.059
C 15.76 12.04 -8.65 -0.059
C 16.62 12.89 -9.60 -0.510
C 16.63 14.33 -9.16 -0.053
O 17.95 12.41 -9.57 -0.047
H 14.70 12.33 -8.70 0.055
H 16.04 12.25 -7.61 0.085
H 15.90 10.97 -8.82 0.079
H 16.19 12.77 -10.60 0.110
H 15.62 14.75 -9.24 0.072
H 17.21 14.89 -9.90 0.076
H 17.17 14.49 -8.23 0.087
H 18.02 11.52 -9.93 0.048
```

Output
- SMILES: CC(C)O.CC(C)O.CC(C)O.CC(C)O.CC(C)O.CC(C)O.CC(C)O.CC(C)O.CC(C)O.CC(C)O
- Highest occupied orbital energy: -9.52 eV
- 2S+1: 1
- Gap between HOMO and LUMO: 9.984 eV
- Lowest unoccupied orbital energy: 0.460 eV


Arrangement two

Molecular formula: C30H80O10
Method: DFT, wB97M-V/def2-TZVPD

```
120
Properties=species:S:1:pos:R:3:lowdin_charge:R:1
C 2.64 -3.66 5.34 -0.046
C 2.28 -3.17 3.92 -0.506
C 0.98 -2.31 3.94 -0.022
O 3.29 -2.49 3.35 -0.038
H 2.52 -2.95 6.16 0.075
H 3.59 -4.18 5.45 0.074
H 2.08 -4.56 5.61 0.075
H 2.10 -4.04 3.29 0.116
H 0.83 -1.69 3.05 0.061
H 0.99 -1.76 4.88 0.074
H 0.05 -2.88 3.98 0.074
H 3.33 -1.69 3.88 0.115
C 0.88 -0.50 0.31 -0.029
C -0.08 0.63 0.83 -0.505
C 0.30 1.98 0.36 -0.030
O -1.29 0.16 0.40 -0.051
H 0.54 -1.50 0.56 0.068
H 1.87 -0.36 0.74 0.074
H 0.95 -0.62 -0.77 0.056
H -0.19 0.58 1.91 0.130
H 0.06 1.97 -0.70 0.071
H 1.36 2.20 0.51 0.093
H -0.29 2.76 0.83 0.058
H -1.14 -0.33 -0.41 0.052
C -3.25 -4.41 1.69 -0.071
C -3.26 -2.95 1.41 -0.456
C -4.63 -2.33 1.59 -0.057
O -2.27 -2.46 2.41 -0.074
H -3.91 -4.80 0.91 0.081
H -3.77 -4.72 2.60 0.090
H -2.26 -4.86 1.63 0.051
H -2.98 -2.69 0.39 0.135
H -4.76 -1.36 1.10 0.076
H -4.84 -2.22 2.66 0.082
H -5.39 -3.06 1.33 0.074
H -1.91 -1.75 1.88 0.042
C -1.58 7.97 -0.87 -0.051
C -1.26 6.87 0.14 -0.496
C -2.16 5.67 0.13 -0.040
O 0.09 6.50 -0.07 -0.070
H -0.85 8.77 -0.98 0.076
H -2.47 8.51 -0.54 0.076
H -1.86 7.53 -1.83 0.077
H -1.16 7.24 1.16 0.131
H -1.55 4.79 0.35 0.067
H -2.72 5.64 -0.81 0.071
H -2.90 5.64 0.93 0.076
H 0.63 7.19 0.31 0.084
C -2.17 3.21 -3.00 -0.039
C -3.27 2.20 -3.42 -0.424
C -4.75 2.71 -3.31 -0.041
O -3.08 1.54 -4.72 -0.069
H -1.19 2.74 -2.90 0.030
H -2.31 3.58 -1.98 0.067
H -2.02 4.02 -3.71 0.088
H -3.16 1.32 -2.79 0.118
H -5.41 1.91 -3.64 0.076
H -4.80 3.66 -3.83 0.073
H -5.02 2.92 -2.27 0.070
H -2.18 1.78 -4.96 0.055
C 2.68 -5.71 1.06 -0.068
C 1.53 -5.40 0.14 -0.478
C 0.27 -4.91 0.83 -0.060
O 1.96 -4.38 -0.74 -0.052
H 2.46 -6.31 1.95 0.081
H 3.30 -4.87 1.36 0.061
H 3.41 -6.34 0.55 0.076
H 1.26 -6.38 -0.24 0.138
H 0.00 -5.55 1.66 0.082
H -0.59 -4.95 0.16 0.075
H 0.41 -3.87 1.14 0.069
H 2.36 -3.65 -0.26 0.040
C 2.95 1.66 -4.31 -0.035
C 1.87 2.04 -3.37 -0.516
C 1.49 3.49 -3.21 -0.049
O 0.70 1.31 -3.61 -0.071
H 3.89 2.15 -4.05 0.093
H 2.61 1.96 -5.30 0.089
H 3.03 0.57 -4.34 0.076
H 2.15 1.84 -2.34 0.136
H 0.68 3.61 -2.48 0.062
H 1.12 3.89 -4.15 0.084
H 2.22 4.24 -2.90 0.088
H 0.20 1.65 -4.35 0.094
C -3.62 3.93 3.67 -0.045
C -2.38 2.96 3.50 -0.491
C -1.23 3.21 4.47 -0.050
O -2.86 1.69 3.72 -0.046
H -3.50 5.01 3.74 0.059
H -4.19 3.88 4.60 0.072
H -4.33 3.68 2.88 0.068
H -1.92 2.87 2.51 0.111
H -1.36 2.80 5.47 0.081
H -1.08 4.29 4.52 0.075
H -0.31 2.71 4.14 0.069
H -3.12 1.32 2.87 0.091
C 6.09 -2.51 0.98 -0.050
C 5.04 -2.48 -0.11 -0.476
C 5.19 -3.68 -0.97 -0.062
O 3.75 -2.42 0.50 -0.073
H 6.93 -1.88 0.69 0.080
H 6.55 -3.49 1.10 0.081
H 5.71 -2.19 1.95 0.075
H 5.24 -1.55 -0.64 0.133
H 6.10 -3.52 -1.54 0.089
H 4.40 -3.79 -1.72 0.078
H 5.19 -4.60 -0.40 0.081
H 3.79 -2.41 1.46 0.037
C -1.29 -1.33 -4.68 -0.037
C -0.61 -1.66 -3.34 -0.497
C 0.94 -1.88 -3.44 -0.029
O -0.92 -0.70 -2.44 -0.053
H -2.32 -1.01 -4.57 0.074
H -1.14 -2.21 -5.31 0.078
H -0.79 -0.54 -5.24 0.064
H -0.96 -2.62 -2.96 0.137
H 1.21 -2.80 -3.95 0.081
H 1.36 -1.95 -2.43 0.061
H 1.54 -1.11 -3.92 0.050
H -0.34 0.02 -2.69 0.052
```

Output
- SMILES: CC(C)O.CC(C)O.CC(C)O.CC(C)O.CC(C)O.CC(C)O.CC(C)O.CC(C)O.CC(C)O.CC(C)O
- Highest occupied orbital energy: -9.64 eV
- 2S+1: 1
- Gap between HOMO and LUMO: 10.169 eV
- Lowest unoccupied orbital energy: 0.526 eV


Least stable of them? arrangement two.


Arrangement one

Molecular formula: CH5ClO3Si
Method: DFT, wB97M-V/def2-TZVPD

```
11
Properties=species:S:1:pos:R:3:lowdin_charge:R:1
C -1.41 -1.36 0.27 -0.115
O 0.48 1.65 1.16 -0.121
O 0.76 1.48 -1.44 -0.119
O -0.50 -0.55 -0.51 -0.243
Si 0.66 0.57 -0.11 -0.158
Cl 2.49 -0.33 0.10 0.388
H -2.41 -0.81 0.43 0.111
H -0.88 -1.73 1.13 0.069
H -1.71 -2.28 -0.31 0.092
H 1.15 2.27 1.37 0.040
H 1.37 1.09 -2.08 0.056
```

Output
- SMILES: CO[Si](O)(O)Cl
- Highest occupied orbital energy: -11.03 eV
- 2S+1: 1
- Gap between HOMO and LUMO: 11.518 eV
- Lowest unoccupied orbital energy: 0.483 eV


Arrangement two

Molecular formula: CH5ClO3Si
Method: DFT, wB97M-V/def2-TZVPD

```
11
Properties=species:S:1:pos:R:3:lowdin_charge:R:1
C -0.13 2.44 -0.78 -0.515
O -1.61 -1.02 0.49 -0.271
O 0.99 -1.91 -0.03 -0.083
O -0.16 -2.80 2.07 -0.063
Si -0.39 -1.84 0.81 0.277
Cl 0.13 2.76 -2.51 0.448
H 0.25 3.28 -0.22 0.026
H 0.38 1.52 -0.52 0.010
H -1.20 2.31 -0.62 0.032
H 1.06 -1.44 -0.86 0.064
H 0.67 -3.28 2.18 0.074
```

Output
- SMILES: O=[Si](O)O.CCl
- Highest occupied orbital energy: -10.72 eV
- 2S+1: 1
- Gap between HOMO and LUMO: 10.432 eV
- Lowest unoccupied orbital energy: -0.291 eV


Least stable of them? arrangement two.


Arrangement one

Molecular formula: BrHN2
Method: DFT, wB97M-V/def2-TZVPD

```
4
Properties=species:S:1:pos:R:3:lowdin_charge:R:1
N 0.15 0.83 0.19 0.028
N 0.98 1.55 -0.09 0.063
Br 3.54 -0.08 0.00 -0.193
H -0.05 -0.15 -0.01 0.101
```

Output
- Highest occupied orbital energy (alpha / beta): -10.21 / -8.60 eV
- 2S+1: 1
- Gap between HOMO and LUMO (alpha / beta): 9.531 / 5.567 eV
- Lowest unoccupied orbital energy (alpha / beta): -0.677 / -3.030 eV


Arrangement two

Molecular formula: BrHN2
Method: DFT, wB97M-V/def2-TZVPD

```
4
Properties=species:S:1:pos:R:3:lowdin_charge:R:1
N 0.30 1.36 -0.64 0.082
N 0.70 -0.96 0.38 -0.565
Br -0.56 -1.35 1.48 0.600
H -0.43 0.94 -1.21 -0.117
```

Output
- Highest occupied orbital energy (alpha / beta): -9.10 / -9.05 eV
- 2S+1: 1
- Gap between HOMO and LUMO (alpha / beta): 6.656 / 6.690 eV
- Lowest unoccupied orbital energy (alpha / beta): -2.439 / -2.357 eV


Least stable of them? arrangement two.


Arrangement one

Molecular formula: C3H8ClN2
Method: DFT, wB97M-V/def2-TZVPD

```
14
Properties=species:S:1:pos:R:3:lowdin_charge:R:1
C 1.19 1.02 -0.67 -0.232
C -1.64 -1.48 0.49 -0.111
C -0.18 -1.33 0.71 -0.545
N 1.21 2.26 -1.06 0.151
N 0.20 0.53 0.04 0.105
Cl 0.98 -2.40 -0.01 0.729
H 2.09 0.52 -0.91 0.132
H -2.21 -0.81 0.93 0.028
H -1.92 -1.55 -0.58 0.110
H -1.89 -2.48 0.98 0.140
H -0.03 -1.00 1.76 0.108
H 2.11 2.63 -1.40 0.145
H 0.48 2.92 -0.72 0.160
H -0.39 1.18 0.44 0.079
```

Output
- Highest occupied orbital energy: -14.90 eV
- 2S+1: 1
- Gap between HOMO and LUMO: 10.977 eV
- Lowest unoccupied orbital energy: -3.926 eV
- Charge: +1


Arrangement two

Molecular formula: C3H8ClN2
Method: DFT, wB97M-V/def2-TZVPD

```
14
Properties=species:S:1:pos:R:3:lowdin_charge:R:1
C 1.56 -0.29 -0.35 -0.733
C -1.89 0.81 -0.21 -0.092
C -0.73 0.13 0.49 -0.193
N 0.34 0.22 -0.57 0.022
N 1.88 -1.10 0.71 0.158
Cl 2.78 0.05 -1.48 0.841
H -2.31 0.19 -0.99 0.083
H -2.69 0.87 0.50 0.071
H -1.62 1.90 -0.52 0.134
H -0.48 0.63 1.46 0.145
H -0.93 -0.97 0.68 0.138
H 0.11 0.51 -1.53 0.158
H 1.09 -1.56 1.11 0.104
H 2.90 -1.39 0.69 0.162
```

Output
- SMILES: CCNC(=[NH2+])Cl
- Highest occupied orbital energy: -15.67 eV
- 2S+1: 1
- Gap between HOMO and LUMO: 11.604 eV
- Lowest unoccupied orbital energy: -4.067 eV
- Charge: +1


Least stable of them? arrangement one.


Arrangement one

Molecular formula: C4H2FO2
Method: DFT, wB97M-V/def2-TZVPD

```
9
Properties=species:S:1:pos:R:3:lowdin_charge:R:1
C 0.11 0.64 0.08 -0.273
C 0.76 0.60 1.28 0.052
C -1.58 -0.08 -0.14 -0.628
C 1.11 -0.43 0.18 -0.330
O -2.31 0.77 0.32 0.046
O -1.50 -1.16 -0.63 0.077
F 2.40 -0.19 -0.51 -0.149
H -0.05 1.25 -0.86 0.147
H 1.05 -1.40 0.27 0.057
```

Output
- Highest occupied orbital energy: -3.75 eV
- 2S+1: 1
- Gap between HOMO and LUMO: 7.846 eV
- Lowest unoccupied orbital energy: 4.095 eV
- Charge: -1


Arrangement two

Molecular formula: C4H2FO2
Method: DFT, wB97M-V/def2-TZVPD

```
9
Properties=species:S:1:pos:R:3:lowdin_charge:R:1
C 0.09 -0.29 1.35 -0.009
C -0.16 0.06 0.08 -0.012
C -1.46 0.29 -1.34 -0.661
C 1.27 -0.02 0.45 -0.308
O -1.22 -0.20 -2.42 -0.016
O -2.36 0.92 -0.86 -0.020
F 2.03 -1.21 0.06 -0.157
H -0.23 -0.37 2.35 0.053
H 2.05 0.83 0.33 0.129
```

Output
- Highest occupied orbital energy: -4.34 eV
- 2S+1: 1
- Gap between HOMO and LUMO: 8.629 eV
- Lowest unoccupied orbital energy: 4.292 eV
- Charge: -1


Least stable of them? arrangement one.